A.
ORCA calculation (ωB97M-V/def2-TZVPD) on the ion C3H3N2O2 with charge -1.

```
10
Properties=species:S:1:pos:R:3:mulliken_charge:R:1
O 2.43193 1.48505 0.06554 -0.52
O -1.38320 2.22150 0.29627 -0.66
N 0.04055 -0.96742 0.39691 -0.63
N 1.32288 -0.48423 0.20883 0.05
C -0.97506 -0.15739 0.25432 -0.05
C -0.90273 1.23727 -0.26088 0.14
C 1.35588 0.89871 0.17902 -0.24
H -1.88836 -0.70998 0.57024 0.39
H 2.14251 -1.18072 0.54794 0.27
H -0.70882 1.17030 -1.36757 0.24
```

Total charge: -1

=====

B.
ORCA calculation (ωB97M-V/def2-TZVPD) on a structure of composition C3H3N2O2.

```
10
Properties=species:S:1:pos:R:3:mulliken_charge:R:1
O -2.25427 1.09627 0.17548 -0.67
O -2.40099 -1.19179 0.09706 -0.68
N -0.34817 -0.05640 0.04108 0.09
N 0.65368 -1.17028 -0.11777 -0.49
C 1.60555 -0.02579 -0.24730 -0.74
C -1.91791 -0.06777 0.06933 0.55
C 0.59395 0.87845 -0.20207 0.03
H 2.60615 0.09297 -0.55448 0.37
H 0.60144 2.00547 -0.08897 0.32
H 0.86058 -1.56113 0.82764 0.22
```

Total charge: -1

=====

Going by the energies, B is most stable and the next is 0.0256 hartree up.

=====

A.
ORCA calculation (ωB97M-V/def2-TZVPD) on the molecule C2H6N2OS.

```
12
Properties=species:S:1:pos:R:3:mulliken_charge:R:1
S 2.34557 -0.79655 -0.28997 -0.11
O -0.66293 -0.34450 0.21009 -0.08
N -0.50456 0.90670 -0.40524 -0.53
N 1.70781 0.59020 0.43219 -0.34
C -1.94436 -0.79155 -0.07856 -0.52
C 0.72395 1.32546 -0.17775 0.08
H 0.90759 2.32998 -0.53580 0.34
H -2.69930 -0.06642 0.26152 0.23
H 2.45380 1.19685 0.68968 0.31
H -2.11340 -0.96124 -1.14207 0.25
H -2.06974 -1.71107 0.46939 0.24
H 1.85557 -1.67786 0.56652 0.12
```

SMILES string: CO/N=C\NS

=====

B.
ORCA calculation (ωB97M-V/def2-TZVPD) on a structure of composition C2H6N2OS.

```
12
Properties=species:S:1:pos:R:3:mulliken_charge:R:1
S 1.64841 -0.72314 -0.00899 -0.29
O -1.92083 0.25151 0.27566 -0.54
N 0.25842 0.17058 0.07514 0.01
N -0.92688 -1.71470 -0.17723 -0.38
C 0.30362 1.61385 -0.13445 -0.70
C -1.00578 -0.41184 -0.01859 0.57
H 0.35972 2.25029 0.78381 0.25
H 1.45122 1.56125 -0.66979 0.27
H -0.46494 2.09238 -1.16573 0.23
H 2.19931 -0.53309 1.36433 0.16
H -0.09810 -2.28696 -0.05242 0.17
H -1.80417 -2.27011 -0.27174 0.24
```

=====

Going by the energies, B is most stable and the next is 0.0263 hartree up.

=====

A.
ORCA calculation (ωB97M-V/def2-TZVPD) on the molecule C2H6N2OS.

```
12
Properties=species:S:1:pos:R:3:mulliken_charge:R:1
S -2.48272 -0.23030 -0.19690 -0.34
O 0.46710 1.57867 -0.61557 -0.52
N 1.25589 -1.26165 -0.18322 -0.70
N -0.14217 -1.33325 -0.17431 0.03
C -0.88057 -0.28303 0.11760 0.37
C -0.19406 0.98912 0.55657 -0.58
H -0.53353 -2.13727 -0.63530 0.22
H -0.91492 1.74392 0.94494 0.29
H 1.54448 -1.23679 0.79976 0.27
H 1.57433 -0.42820 -0.68535 0.34
H -0.26067 1.77510 -1.25049 0.35
H 0.56685 0.82368 1.32225 0.27
```

SMILES string: NNC(=S)CO

=====

B.
ORCA calculation (ωB97M-V/def2-TZVPD) on the molecule C2H6N2OS.

```
12
Properties=species:S:1:pos:R:3:mulliken_charge:R:1
S -0.43006 0.60743 1.78563 -0.11
O 1.07582 2.37148 0.51548 -0.46
N 0.94240 1.21435 0.74881 0.16
N -0.50306 -0.67308 -0.47337 -0.27
C -0.08377 -0.89225 0.95179 -0.56
C 0.15753 0.39828 -1.20741 -0.78
H -0.60882 -1.77216 1.44942 0.33
H -0.63703 1.16615 -1.51108 0.24
H -0.56473 -1.51180 -1.17190 0.35
H 1.05314 -0.90194 0.85776 0.40
H 1.14718 0.24517 -1.66901 0.32
H -1.54860 -0.25164 -0.27613 0.39
```

=====

Going by the energies, A is most stable and the next is 0.1961 hartree up.

=====

A.
ORCA calculation (ωB97M-V/def2-TZVPD) on a cluster of 2 separate species, C3H6O2 in total.

```
11
Properties=species:S:1:pos:R:3:mulliken_charge:R:1
O 0.30321 -1.75991 -1.25860 -0.71
O -1.24501 -1.54629 1.31574 -0.38
C -0.60950 -0.65280 0.91194 0.94
C -0.06556 1.47557 -0.24476 -0.83
C 0.25419 0.33636 0.68318 -0.90
H 0.78611 2.15792 -0.30279 0.30
H 0.96735 0.53538 1.47708 0.31
H -0.93048 2.04900 0.10031 0.26
H 0.91070 -1.16836 -0.62537 0.43
H -0.27678 1.09656 -1.24782 0.26
H -0.09424 -2.52343 -0.80892 0.31
```

SMILES string: CC=C=O.O

=====

B.
ORCA calculation (ωB97M-V/def2-TZVPD) on the molecule C3H6O2.

```
11
Properties=species:S:1:pos:R:3:mulliken_charge:R:1
O -0.36474 1.46891 -2.31116 -0.72
O 0.57101 -0.48627 0.33852 -0.24
C 0.31781 1.40265 -1.21062 -0.28
C -0.06128 -1.45040 1.20452 -0.59
C -0.16925 0.33239 -0.32794 0.23
H -0.13567 -1.01713 2.20396 0.28
H 0.58787 -2.32486 1.21917 0.22
H -1.25317 0.17150 -0.32181 0.35
H 0.12297 2.21064 -0.37795 0.13
H 1.43481 1.40588 -1.23590 0.27
H -1.05035 -1.71331 0.81920 0.34
```

=====

Going by the energies, A is most stable and the next is 0.0905 hartree up.

=====

A.
ORCA calculation (ωB97M-V/def2-TZVPD) on the molecule C3H6O2.

```
11
Properties=species:S:1:pos:R:3:mulliken_charge:R:1
O -0.41110 0.94579 -0.14361 -0.33
O -1.12766 -1.30496 0.37769 -0.22
C -0.76373 0.06598 0.84143 -0.05
C -0.20682 -1.73160 -0.42992 -0.32
C 0.95803 1.00613 -0.55699 -0.59
H -1.71554 0.41105 1.23942 0.22
H 1.03580 1.84417 -1.25609 0.23
H -0.63305 -2.62250 -0.93297 0.15
H 1.62813 1.19106 0.29474 0.27
H 1.23204 0.06889 -1.03815 0.32
H 0.02915 -0.08898 1.58027 0.31
```

=====

B.
ORCA calculation (ωB97M-V/def2-TZVPD) on the molecule C3H6O2.

```
11
Properties=species:S:1:pos:R:3:mulliken_charge:R:1
O 0.81031 0.91559 -1.40481 -0.50
O 0.06309 -1.40388 -0.37945 -0.64
C -0.70411 -0.36485 1.68717 -0.84
C -0.19573 -0.33767 0.27280 0.67
C 0.01016 1.00602 -0.33854 -0.43
H 0.31313 -0.60135 2.20771 0.24
H -1.42021 -1.18422 1.76801 0.32
H 1.07989 -0.02876 -1.34385 0.35
H 0.42573 1.75875 0.41177 0.27
H -1.08548 0.75142 2.04371 0.26
H -0.96221 1.38946 -0.54189 0.29
```

SMILES string: CC(=O)CO

=====

C.
ORCA calculation (ωB97M-V/def2-TZVPD) on the molecule C3H6O2.

```
11
Properties=species:S:1:pos:R:3:mulliken_charge:R:1
O 0.22786 1.35252 0.76525 -0.60
O -0.47850 -1.18970 0.90389 -0.51
C -0.63754 -0.50233 -0.29900 -0.01
C 0.04011 0.75901 -0.46129 -0.10
C 0.70167 -0.55627 -1.07630 -0.63
H 1.19681 1.43253 1.12720 0.31
H 1.68698 -0.90520 -0.82526 0.33
H 0.42417 -0.20452 -2.26709 0.20
H -0.20802 -0.57377 1.50721 0.31
H -1.37537 -0.90582 -0.97344 0.37
H -0.34490 1.65176 -0.90221 0.33
```

SMILES string: O[C@@H]1C[C@@H]1O

=====

Going by the energies, B is most stable and the next is 0.0896 hartree up.

=====

A.
ORCA calculation (ωB97M-V/def2-TZVPD) on a structure of composition C3H6O2.

```
11
Properties=species:S:1:pos:R:3:mulliken_charge:R:1
O -0.08052 1.18969 -1.07234 -0.57
O -2.20942 0.47844 -0.15018 -0.71
C 1.40458 -0.40474 -0.02742 -1.05
C 0.08061 0.22598 -0.28362 0.50
C -1.17565 -0.15615 0.38910 -0.09
H -0.61686 0.38329 1.28147 0.15
H 2.20634 0.32300 0.04959 0.32
H -1.27462 -1.18269 0.74658 0.35
H -1.35793 1.19707 -0.93671 0.48
H 1.62280 -1.04239 -0.88076 0.31
H 1.40148 -1.02938 0.86253 0.30
```

=====

B.
ORCA calculation (ωB97M-V/def2-TZVPD) on a cluster of 4 separate species, C3H6O2 in total.

```
11
Properties=species:S:1:pos:R:3:mulliken_charge:R:1
O 0.73702 -1.19134 -0.78139 -0.57
O -0.03794 0.89982 -2.12409 -0.54
C -0.04605 -0.68634 1.41954 -0.70
C 0.14867 -0.39122 -0.09172 0.62
C -0.23919 0.90379 -0.68434 -0.42
H 0.19544 -0.09338 -2.38968 0.37
H -1.20668 -1.75521 1.46222 0.26
H 0.41541 1.61253 -0.19429 0.27
H 1.56333 -1.34462 1.75009 0.24
H -0.19522 0.92097 2.09042 0.21
H -1.33479 1.12499 -0.45676 0.27
```

=====

Going by the energies, A is most stable and the next is 0.2301 hartree up.

=====

A.
ORCA calculation (ωB97M-V/def2-TZVPD) on a structure of composition C3H6O2.

```
11
Properties=species:S:1:pos:R:3:mulliken_charge:R:1
O 0.81662 -1.43711 0.42245 -0.61
O -0.62631 0.96606 -1.02620 -0.37
C 0.47308 1.00076 -0.15324 -0.48
C 0.05361 -0.33598 0.47368 0.27
C -1.06361 -0.31131 -0.49696 -0.34
H 2.09216 -1.04948 0.50233 0.35
H -0.27342 -0.12635 1.53249 0.21
H 1.42304 1.04409 -0.74686 0.30
H 0.39111 1.81100 0.59177 0.21
H -1.97930 -0.35853 0.16682 0.18
H -1.30698 -1.20314 -1.26630 0.26
```

=====

B.
ORCA calculation (ωB97M-V/def2-TZVPD) on a cluster of 2 separate species, C3H6O2 in total.

```
11
Properties=species:S:1:pos:R:3:mulliken_charge:R:1
O 1.51058 -2.60945 -1.95678 -0.48
O -0.28194 1.55865 1.02440 -0.44
C 1.20164 -1.69439 -1.21480 0.13
C -0.55854 2.34300 2.00502 -0.07
C -0.20190 -1.07794 -1.03736 -0.72
H -0.86571 -1.00249 -1.94162 0.27
H -1.57484 2.26079 2.47089 0.22
H -0.88039 -1.69361 -0.43241 0.28
H 1.84639 -1.25658 -0.51631 0.36
H -0.26759 0.00787 -0.64813 0.20
H 0.07229 3.16413 2.24710 0.25
```

SMILES string: CC=O.C=O

=====

Going by the energies, B is most stable and the next is 0.0687 hartree up.

=====

A.
ORCA calculation (ωB97M-V/def2-TZVPD) on a cluster of 2 separate species, C3H6O2 in total.

```
11
Properties=species:S:1:pos:R:3:mulliken_charge:R:1
O -0.60980 -0.44819 0.85861 -0.24
O 0.03796 2.50932 -0.98633 -0.50
C -0.27774 0.81463 0.60842 -0.23
C -0.43986 -1.47069 0.10068 -0.38
C -0.23404 1.34991 -0.72676 0.11
H -0.73714 -2.41169 0.54102 0.26
H -0.15945 -1.36358 -0.94118 0.32
H 1.62600 -0.91330 0.24486 0.07
H -0.51560 0.64120 -1.53983 0.22
H 1.65547 -0.15732 0.36015 0.01
H -0.34580 1.44970 1.48038 0.36
```

=====

B.
ORCA calculation (ωB97M-V/def2-TZVPD) on the molecule C3H6O2.

```
11
Properties=species:S:1:pos:R:3:mulliken_charge:R:1
O -0.35642 1.27649 1.82406 -0.55
O -1.04287 -0.96460 0.85155 -0.61
C -0.31179 -0.34320 0.10683 0.86
C 0.18268 -0.88982 -1.20274 -1.14
C 0.18670 0.99674 0.57864 -0.48
H -0.00313 1.77555 -0.17418 0.29
H 1.02023 -1.56795 -1.02219 0.29
H -0.60813 -1.46285 -1.68278 0.36
H 0.52716 -0.10487 -1.87784 0.31
H -0.87259 0.45129 2.00823 0.40
H 1.27816 0.83322 0.59043 0.25
```

SMILES string: CC(=O)CO

=====

C.
ORCA calculation (ωB97M-V/def2-TZVPD) on the molecule C3H6O2.

```
11
Properties=species:S:1:pos:R:3:mulliken_charge:R:1
O -1.72491 0.82477 0.14785 -0.59
O 1.67068 0.50940 -0.60416 -0.52
C 0.48167 1.07473 -0.11346 -0.38
C -0.65176 0.16665 0.19011 0.65
C -0.58447 -1.31927 0.07349 -0.91
H -1.26432 -1.74471 0.81711 0.32
H -0.89056 -1.65449 -0.92012 0.26
H 2.27264 0.37527 0.14314 0.34
H -0.39087 1.70222 -0.74949 0.31
H 0.64960 1.72844 0.74678 0.27
H 0.43228 -1.66302 0.26877 0.26
```

SMILES string: CC(=O)CO

=====

Going by the energies, B is most stable and the next is 0.0563 hartree up.